1.
C3H5ClO2 | the ωB97M-V functional and the def2-TZVPD basis

Positions of all 11 atoms, in Å:
1 Cl -2.296381 0.628963 0.958699
2 O -2.129058 -1.593138 -0.457461
3 O 0.247193 -1.669910 0.360169
4 C -0.065381 -0.516697 0.156136
5 C 0.921861 0.597617 0.236367
6 C -1.488981 -0.351331 -0.458588
7 H -1.536161 0.246290 -1.331282
8 H 1.793688 0.341801 0.837323
9 H 1.186232 0.403562 -0.813536
10 H -1.439480 -2.107264 -0.028511
11 H 0.557978 1.642544 0.349190

Forces on atoms 1 to 3 (eV/Å):
Cl 0.31 0.06 -0.85
O 0.63 2.17 -1.25
O 0.13 0.19 0.50

For the HOMO-LUMO gap, the calculation gives 11.2 eV. The calculation puts the LUMO energy at 0.6 eV. Its largest force on an atom is 3.437 eV/Å. As for the molecular weight: 108.5 Da. As for the SMILES: CC(=O)[C@@H](O)Cl. As for the energy above the lowest of the compared OMol25 structures with the same formula, charge and spin: 94.73 kJ/mol. As for the HOMO energy: -10.67 eV.

=====

2.
C5H10 | the ωB97M-V functional and the def2-TZVPD basis

Positions of all 15 atoms, in Å:
1 C -0.416936 0.111571 -0.110296
2 C -0.483924 1.620487 -0.044351
3 C 0.860110 -0.461747 0.143075
4 C 1.440576 -1.063925 -1.140132
5 C -0.543745 -0.549879 1.299304
6 H 1.084981 -2.071955 -1.379120
7 H -0.392471 0.176226 2.089691
8 H 0.350119 1.738691 0.692229
9 H 2.532880 -0.987324 -1.011000
10 H -1.117506 -0.312544 -0.853600
11 H -0.726441 -1.569304 1.635327
12 H -0.098624 2.124537 -0.935301
13 H -1.459347 1.975767 0.328841
14 H 1.159497 -0.465681 -2.006505
15 H -2.189164 -0.264921 1.291843

Forces on atoms 1 to 3 (eV/Å):
C -0.92 -0.18 -0.14
C 1.21 -0.38 1.75
C 0.71 0.82 -2.11

For the HOMO-LUMO gap, the calculation gives 7.4 eV. The calculation puts the LUMO energy at -0.3 eV. Its largest force on an atom is 4.564 eV/Å. As for the molecular weight: 70.1 Da. As for the energy above the lowest of the compared OMol25 structures with the same formula, charge and spin: 692.45 kJ/mol. As for the HOMO energy: -7.71 eV.

=====

3.
C13H13Cl2N3O2S | the ωB97M-V functional and the def2-TZVPD basis

Positions of all 34 atoms, in Å:
1 Cl 0.849010 -0.075456 -1.955989
2 Cl 5.670284 -1.505976 0.099237
3 S -1.523188 2.949614 -1.150486
4 O 1.541364 3.767975 1.320100
5 O -2.544844 0.453969 -0.835700
6 N 1.230470 2.227389 -0.593978
7 N -1.283336 1.125125 0.666923
8 N -1.732256 -0.304538 1.138454
9 C -2.947778 -2.017357 -0.471574
10 C 3.329078 -0.664054 -0.891846
11 C -3.191989 -4.217481 0.545674
12 C -2.434659 -2.880646 0.735598
13 C 4.532269 -0.327367 -0.234198
14 C 4.412528 0.672328 0.668196
15 C -0.584016 4.019174 0.122329
16 C -2.399920 -0.616832 0.001028
17 C 0.882137 3.049823 0.265441
18 C 3.439184 1.462030 0.552329
19 C 2.248996 1.344452 -0.212367
20 C 2.269631 0.187343 -1.173006
21 C -1.813588 1.496309 -0.443861
22 H -2.955533 -4.730601 -0.530246
23 H 3.332341 -1.504635 -1.534723
24 H -2.653093 -2.062887 -1.364236
25 H 5.279855 1.098119 0.999617
26 H -1.173185 3.930591 0.946712
27 H 0.594728 1.786915 -1.193961
28 H -1.343978 -2.887636 0.724983
29 H -0.373318 5.008227 -0.279857
30 H -4.295952 -4.085804 0.483465
31 H -2.990728 -4.964132 1.095994
32 H 3.488720 2.547494 1.081395
33 H -2.833975 -2.534037 1.692691
34 H -4.025273 -1.747443 -0.274139

Forces on atoms 1 to 3 (eV/Å):
Cl -1.47 -1.65 -2.06
Cl 1.60 -1.33 -0.47
S -0.63 3.66 -2.84

For the HOMO-LUMO gap, the calculation gives 8.7 eV. The calculation puts the LUMO energy at 0.0 eV. Its largest force on an atom is 15.962 eV/Å. As for the molecular weight: 346.2 Da. As for the SMILES: CCCc1nnc(SCC(=O)Nc2ccc(Cl)cc2Cl)o1. As for the energy above the lowest of the compared OMol25 structures with the same formula, charge and spin: 0.00 kJ/mol. As for the HOMO energy: -8.74 eV.

=====

4.
CN2O2S | the ωB97M-V functional and the def2-TZVPD basis

Positions of all 6 atoms, in Å:
1 S 2.296606 0.655512 1.243233
2 O 0.766994 1.290944 -0.667567
3 O 0.134266 -0.690167 0.552108
4 N 1.181944 0.635475 0.197304
5 N -1.980679 -0.638698 -0.533491
6 C -0.931427 -0.686105 -0.055377

Forces on atoms 1 to 3 (eV/Å):
S 1.28 -0.32 1.03
O -0.30 -0.38 -0.41
O 2.53 -0.51 1.30

For the HOMO-LUMO gap, the calculation gives 8.6 eV. The calculation puts the LUMO energy at -2.1 eV. Its largest force on an atom is 2.885 eV/Å. As for the molecular weight: 104.1 Da. As for the energy above the lowest of the compared OMol25 structures with the same formula, charge and spin: 486.16 kJ/mol. As for the HOMO energy: -10.72 eV.

=====

5.
H10NaO13S2 | the ωB97M-V functional and the def2-TZVPD basis

Positions of all 26 atoms, in Å:
1 S -1.011774 -1.729341 -2.578617
2 S -0.048272 -2.388947 2.527017
3 Na 0.058357 0.063285 0.714096
4 O -0.470735 -0.581882 -1.753653
5 O -2.080529 1.258101 1.063980
6 O -1.441527 1.830311 -2.151604
7 O -0.665982 -3.732851 2.505585
8 O 1.998470 -0.571368 -1.099999
9 O -1.040809 -2.933524 -1.738119
10 O -1.163610 -1.391761 2.505556
11 O 0.844987 -2.267938 1.348518
12 O 0.616245 2.603611 -0.032064
13 O -0.071895 -1.918074 -3.696048
14 O -2.341279 -1.345605 -3.072128
15 O 0.739173 -2.153583 3.769004
16 O 2.072173 1.262097 1.788610
17 H -2.848376 1.529937 0.549773
18 H -1.107766 0.868699 -1.993691
19 H 0.638413 3.559213 0.070874
20 H 2.975664 1.425439 1.496367
21 H 2.573028 -0.459227 -1.860839
22 H 1.070593 -0.610754 -1.487949
23 H -1.728597 2.073802 1.438003
24 H 1.450044 2.293039 0.333354
25 H -1.159371 2.303283 -1.366162
26 H 2.143374 1.014039 2.720136

Forces on atoms 1 to 3 (eV/Å):
S -0.15 -2.05 -0.10
S -0.66 -1.14 -0.10
Na -0.34 -1.56 -0.21

For the HOMO-LUMO gap, the calculation gives 2.8 eV. The calculation puts the LUMO energy at 5.2 eV. Its charge is -3. Its largest force on an atom is 2.063 eV/Å. As for the molecular weight: 305.2 Da. As for the energy above the lowest of the compared OMol25 structures with the same formula, charge and spin: 251.39 kJ/mol. As for the HOMO energy: 2.38 eV.

=====

6.
C20H36ClN6O2 | the ωB97M-V functional and the def2-TZVPD basis

Positions of all 65 atoms, in Å:
1 Cl 0.164932 -0.581690 0.167999
2 O -3.267326 -4.381039 1.654508
3 O -2.499436 -2.577808 2.712594
4 N -2.368539 0.651437 4.328557
5 N -0.325385 -1.535321 -4.413197
6 N 4.433592 0.584647 -0.180901
7 N -1.673765 -1.638385 -6.221657
8 N 3.027460 2.346423 0.293154
9 N -0.163437 1.132190 4.082757
10 C -3.037141 -2.353258 0.441254
11 C -1.915768 1.239229 5.458504
12 C 0.175263 -1.711995 -3.041144
13 C -0.544980 1.488424 5.362802
14 C 1.921570 4.469707 1.109929
15 C 5.110419 1.511087 0.561635
16 C 4.271773 2.575046 0.898703
17 C -3.715188 0.525578 3.985662
18 C -2.770054 -1.861852 -7.079793
19 C -0.709580 -0.629784 -6.430717
20 C 4.993629 -0.597752 -0.812690
21 C -1.283851 0.485535 3.465891
22 C 1.693153 -1.974811 -2.996693
23 C 1.853544 3.118411 0.308371
24 C -4.441217 -0.586543 4.752979
25 C 0.093060 -0.630620 -5.328428
26 C -2.896124 -3.178904 1.671833
27 C -1.388942 -2.186128 -4.976720
28 C 3.185543 1.157851 -0.332998
29 C 1.160615 1.070660 3.624675
30 H -0.104917 -0.807151 -2.501829
31 H 6.141522 1.393224 0.860539
32 H -3.625058 -1.342662 -6.646772
33 H -2.594180 1.518729 6.250984
34 H 4.322828 -0.886778 -1.621762
35 H 2.431681 0.870280 -1.050908
36 H 2.287391 -1.235681 -3.533965
37 H 2.586904 5.223220 0.688450
38 H -3.849057 0.303212 2.927026
39 H -0.652473 -0.007850 -7.311813
40 H 5.105974 -1.398528 -0.081774
41 H 1.848443 0.726844 4.397198
42 H -5.495372 -0.526492 4.482317
43 H -2.700311 -2.879522 -0.451874
44 H 2.218324 4.285296 2.142422
45 H 1.510250 2.084358 3.429000
46 H 1.132065 2.430747 0.749600
47 H 1.214737 0.462849 2.721493
48 H -1.225259 -0.015337 2.510850
49 H 5.967974 -0.324705 -1.217896
50 H 0.909053 4.822662 0.914129
51 H -2.536187 -1.388063 0.515762
52 H -2.486143 -1.606339 -8.100683
53 H -4.248558 1.471186 4.082868
54 H -4.386845 -0.569540 5.841495
55 H 4.428036 3.438925 1.527748
56 H -1.956487 -3.027124 -4.606559
57 H 1.437018 3.179201 -0.697060
58 H -4.198185 -1.632994 4.568620
59 H 0.081571 2.016916 6.066038
60 H -2.919518 -2.940616 -7.034845
61 H -4.116822 -2.251566 0.331463
62 H 1.822330 -2.961909 -3.440587
63 H 2.107907 -1.821890 -2.000350
64 H 0.936898 -0.012446 -5.059748
65 H -0.479357 -2.520792 -2.716443

Forces on atoms 1 to 3 (eV/Å):
Cl 0.61 0.67 -0.08
O 0.28 0.83 -0.69
O 0.21 0.88 0.09

For the HOMO-LUMO gap, the calculation gives 4.9 eV. The calculation puts the LUMO energy at -2.6 eV. Its charge is +1. Its largest force on an atom is 5.813 eV/Å. As for the molecular weight: 428.0 Da. As for the energy above the lowest of the compared OMol25 structures with the same formula, charge and spin: 297.63 kJ/mol. As for the HOMO energy: -7.48 eV.

=====

Repeat the fourth record exactly.
CN2O2S | the ωB97M-V functional and the def2-TZVPD basis

Positions of all 6 atoms, in Å:
1 S 2.296606 0.655512 1.243233
2 O 0.766994 1.290944 -0.667567
3 O 0.134266 -0.690167 0.552108
4 N 1.181944 0.635475 0.197304
5 N -1.980679 -0.638698 -0.533491
6 C -0.931427 -0.686105 -0.055377

Forces on atoms 1 to 3 (eV/Å):
S 1.28 -0.32 1.03
O -0.30 -0.38 -0.41
O 2.53 -0.51 1.30

For the HOMO-LUMO gap, the calculation gives 8.6 eV. The calculation puts the LUMO energy at -2.1 eV. Its largest force on an atom is 2.885 eV/Å. As for the molecular weight: 104.1 Da. As for the energy above the lowest of the compared OMol25 structures with the same formula, charge and spin: 486.16 kJ/mol. As for the HOMO energy: -10.72 eV.

=====

- Look up the energy above the lowest of the compared OMol25 structures with the same formula, charge and spin of the third one.
  0.00 kJ/mol

=====

- Which value of HOMO energy does entry 2 give?
  -7.71 eV

=====

- HOMO energy of number 6 (C20H36ClN6O2)?
  -7.48 eV